1.
# C2H7NS

A molecular structure, C2H7NS at a distorted geometry (the ωB97M-V functional and the def2-TZVPD basis, the OMol25 dataset).

Atoms and positions in Å:
C1 -0.119 -0.419 0.597
C2 0.715 -0.485 -0.561
H1 -0.895 1.005 1.753
H2 0.225 1.565 0.311
H3 0.475 -0.428 1.551
H4 -0.968 -1.152 0.391
H5 1.810 -0.130 -0.362
H6 0.808 -1.549 -0.758
H7 -1.064 0.672 -1.381
N1 -0.697 0.986 0.464
S1 -0.290 -0.065 -2.004

Output
- E_HOMO (eV) = -9.0
- LUMO energy (Ha) = 0.0290

2.
# C2H7NS

2 unconnected molecules or ions with the total composition C2H7NS at a distorted geometry (the ωB97M-V functional and the def2-TZVPD basis, the OMol25 dataset).

Atoms and positions in Å:
C1 0.360 0.188 -1.266
C2 1.582 0.494 -0.760
N1 1.863 1.605 0.235
H1 0.286 -0.584 -2.041
H2 -0.526 0.582 -0.756
H3 2.403 0.088 -1.372
H4 1.297 1.293 1.069
H5 2.811 1.516 0.544
S1 -3.132 -1.331 0.991
H6 -3.086 -2.689 1.244
H7 -3.857 -1.161 2.111

Output
- E_HOMO (eV) = -8.9
- LUMO energy (Ha) = 0.0312

3.
# C2H7NS2

2 unconnected molecules or ions with the total composition C2H7NS2 at a distorted geometry (the ωB97M-V functional and the def2-TZVPD basis, the OMol25 dataset).

Atoms and positions in Å:
S1 0.159 0.580 -2.910
S2 1.460 -0.672 -3.699
H1 0.758 1.791 -3.161
H2 2.239 -0.861 -2.532
C1 -0.645 -0.878 2.140
C2 -0.805 0.906 0.694
N1 -1.102 -0.251 0.937
H3 -0.970 -1.934 2.284
H4 0.502 -0.848 2.248
H5 -0.993 -0.408 3.123
H6 -0.845 1.406 -0.268
H7 0.242 1.170 1.144

Output
- E_HOMO (alpha / beta) (eV) = 0.7 / -5.3
- LUMO energy (alpha / beta) (Ha) = 0.1222 / 0.1225
- charge = -1
- 2S+1 = 2

4.
# C2H7NS2

2 unconnected molecules or ions with the total composition C2H7NS2 at a distorted geometry (the ωB97M-V functional and the def2-TZVPD basis, the OMol25 dataset).

Atoms and positions in Å:
C1 -2.631 2.052 -0.230
N1 -2.455 1.221 -1.157
H1 -1.754 2.767 -0.164
H2 -3.537 2.177 0.314
H3 -2.580 0.173 -0.949
C2 2.961 -1.188 -0.021
S1 1.913 -1.907 1.242
S2 -0.002 -0.927 0.859
H4 3.975 -1.423 0.241
H5 2.767 -1.557 -1.053
H6 2.711 -0.210 0.013
H7 -1.367 -1.178 0.903

Output
- E_HOMO (eV) = -8.6
- LUMO energy (Ha) = -0.0342

5.
# C2H7NS2

2 unconnected molecules or ions with the total composition C2H7NS2 at a distorted geometry (the ωB97M-V functional and the def2-TZVPD basis, the OMol25 dataset).

Atoms and positions in Å:
C1 1.314 -3.132 -0.230
C2 0.284 -3.014 -1.065
N1 -0.362 -1.790 -1.366
H1 1.894 -2.241 -0.013
H2 1.535 -4.081 0.228
H3 -0.105 -3.896 -1.562
H4 0.138 -1.093 -0.825
H5 -1.336 -1.835 -1.104
S1 -0.655 0.915 0.529
S2 0.007 2.896 0.717
H6 -0.622 0.635 1.838
H7 0.377 2.999 -0.564

Output
- E_HOMO (eV) = -8.4
- LUMO energy (Ha) = 0.0043

6.
# C2H7O

2 unconnected molecules or ions with the total composition C2H7O at a distorted geometry (the ωB97M-V functional and the def2-TZVPD basis, the OMol25 dataset).

Atoms and positions in Å:
O1 -1.281 -0.051 -1.398
H1 -1.995 -0.562 -0.953
H2 -0.798 -0.835 -1.760
H3 -0.574 0.368 -0.788
C1 0.917 0.760 0.657
C2 0.650 -0.525 1.004
H4 1.611 1.065 -0.145
H5 0.601 1.647 1.270
H6 1.039 -1.319 0.399
H7 -0.169 -0.548 1.714

Output
- E_HOMO (eV) = -15.5
- LUMO energy (Ha) = -0.1774
- charge = +1

7.
# C2H7O2P

2 unconnected molecules or ions with the total composition C2H7O2P at a distorted geometry (the ωB97M-V functional and the def2-TZVPD basis, the OMol25 dataset).

Atoms and positions in Å:
C1 1.144 1.691 -0.107
C2 -2.409 -1.027 0.041
O1 1.730 -1.253 -1.104
O2 1.075 0.488 0.654
P1 0.869 -0.995 0.065
H1 0.042 1.885 -0.324
H2 1.700 1.507 -1.030
H3 1.772 2.446 0.456
H4 -3.036 -1.449 0.822
H5 -2.104 0.024 0.026
H6 -2.225 -1.702 -0.784
H7 1.442 -1.615 1.285

Output
- E_HOMO (alpha / beta) (eV) = -9.2 / -8.8
- LUMO energy (alpha / beta) (Ha) = -0.0474 / -0.0057

8.
# C2H7O2P

A single C2H7O2P molecule at a distorted geometry (the ωB97M-V functional and the def2-TZVPD basis, the OMol25 dataset).

Atoms and positions in Å:
C1 -1.776 1.415 0.601
O1 -1.561 0.085 0.032
P1 -0.492 -0.867 0.773
O2 1.026 -0.003 -0.020
C2 2.022 -0.783 -0.718
H1 -0.937 1.941 0.339
H2 -1.722 1.287 1.694
H3 -2.826 1.633 0.253
H4 -0.602 -1.770 -0.323
H5 2.321 -1.695 -0.179
H6 2.951 -0.160 -0.826
H7 1.597 -1.083 -1.627

Output
- E_HOMO (eV) = -9.3
- LUMO energy (Ha) = 0.0364

9.
# C2H7OPS2

2 unconnected molecules or ions with the total composition C2H7OPS2 at a distorted geometry (the ωB97M-V functional and the def2-TZVPD basis, the OMol25 dataset).

Atoms and positions in Å:
C1 -1.837 -0.141 1.216
P1 -0.228 0.173 0.590
S1 0.731 0.488 2.391
S2 -0.564 2.221 -0.036
H1 -1.911 0.445 2.105
H2 -2.618 0.157 0.539
H3 -1.935 -1.271 1.336
H4 2.038 0.404 2.423
H5 -0.047 1.879 -1.216
C2 1.613 -1.161 -2.340
O1 1.708 -0.602 -1.285
H6 2.497 -1.321 -3.079
H7 0.554 -1.271 -2.644

Output
- E_HOMO (eV) = -8.3
- LUMO energy (Ha) = 0.0243

10.
# C2H7OPS2

A molecular structure, C2H7OPS2 at a distorted geometry (the ωB97M-V functional and the def2-TZVPD basis, the OMol25 dataset).

Atoms and positions in Å:
C1 -1.062 -0.488 -1.241
C2 -0.396 0.652 -0.487
O1 1.264 1.336 1.617
P1 0.572 0.006 0.994
S1 -0.437 -0.815 2.438
S2 2.272 -0.977 0.321
H1 -2.008 -0.866 -0.884
H2 -1.182 -0.138 -2.209
H3 -0.356 -1.247 -1.297
H4 -1.038 1.409 -0.052
H5 0.362 1.372 -1.405
H6 0.632 1.751 2.074
H7 1.376 -1.994 0.131

Output
- E_HOMO (eV) = -9.0
- LUMO energy (Ha) = 0.0192

11.
# C2H7OS

2 unconnected molecules or ions with the total composition C2H7OS (the ωB97M-V functional and the def2-TZVPD basis, the OMol25 dataset).

Atoms and positions in Å:
C1 -0.794 -0.603 -0.952
S1 -1.526 -1.489 -2.355
H1 -0.127 -1.230 -0.372
H2 -1.628 -0.311 -0.314
H3 -0.287 0.319 -1.227
H4 -0.490 -1.424 -3.192
C2 0.976 0.952 1.661
O1 1.194 1.301 0.385
H5 -0.027 1.266 2.074
H6 1.711 1.375 2.399
H7 0.998 -0.155 1.893

Output
- E_HOMO (eV) = -2.2
- LUMO energy (Ha) = 0.1184
- charge = -1

12.
# C2H7OS

2 unconnected molecules or ions with the total composition C2H7OS (the ωB97M-V functional and the def2-TZVPD basis, the OMol25 dataset).

Atoms and positions in Å:
O1 1.965 1.159 0.092
H1 2.725 0.585 0.238
C1 0.356 -1.775 -0.201
C2 -0.054 -0.515 0.542
S1 -1.361 0.500 -0.203
H2 0.922 -2.408 0.491
H3 -0.475 -2.370 -0.603
H4 1.016 -1.499 -1.029
H5 1.098 0.471 0.390
H6 -0.220 -0.538 1.616
H7 -0.532 1.225 -0.943

Output
- E_HOMO (eV) = -2.0
- LUMO energy (Ha) = 0.1459
- charge = -1

13.
# C2H7OS2

3 unconnected molecules or ions with the total composition C2H7OS2 (the ωB97M-V functional and the def2-TZVPD basis, the OMol25 dataset).

Atoms and positions in Å:
C1 1.252 -1.299 -1.735
O1 1.229 -1.855 -2.794
H1 0.451 -0.652 -1.357
H2 4.235 0.762 0.243
H3 2.086 -1.493 -1.040
C2 -0.403 -0.910 1.685
S1 0.023 0.790 1.252
S2 -1.491 1.216 -0.110
H4 -0.045 -1.140 2.697
H5 0.079 -1.641 1.025
H6 -1.472 -1.105 1.651
H7 3.571 1.005 0.441

Output
- E_HOMO (eV) = -2.4
- LUMO energy (Ha) = 0.1381
- charge = -1

14.
# C2H7PS2

2 unconnected molecules or ions with the total composition C2H7PS2 at a distorted geometry (the ωB97M-V functional and the def2-TZVPD basis, the OMol25 dataset).

Atoms and positions in Å:
C1 -2.482 -0.580 -0.651
C2 2.157 1.062 0.781
P1 0.662 -1.024 -0.685
S1 1.589 -2.212 0.401
S2 1.632 0.921 -0.948
H1 -2.908 -1.553 -0.509
H2 -2.235 0.151 0.077
H3 -2.362 -0.281 -1.649
H4 3.144 0.496 0.608
H5 1.451 0.723 1.531
H6 2.536 2.031 1.038
H7 0.625 -1.467 -2.027

Output
- E_HOMO (alpha / beta) (eV) = -8.8 / -8.1
- LUMO energy (alpha / beta) (Ha) = -0.0576 / -0.0051

15.
# C2H7S

2 unconnected molecules or ions with the total composition C2H7S (the ωB97M-V functional and the def2-TZVPD basis, the OMol25 dataset).

Atoms and positions in Å:
S1 -2.899 -0.393 0.496
H1 -2.709 -1.653 0.075
C1 0.596 1.007 -0.048
C2 0.814 -0.507 -0.074
H2 1.304 1.502 -0.726
H3 0.772 1.417 0.943
H4 -0.413 1.264 -0.364
H5 1.710 -0.774 0.478
H6 -0.083 -0.984 0.321
H7 0.908 -0.880 -1.099

Output
- E_HOMO (eV) = -2.4
- LUMO energy (Ha) = 0.1608
- charge = -1

16.
# C2H7S

2 unconnected molecules or ions with the total composition C2H7S at a distorted geometry (the ωB97M-V functional and the def2-TZVPD basis, the OMol25 dataset).

Atoms and positions in Å:
S1 -2.001 -2.140 -1.561
H1 -2.989 -3.076 -1.221
C1 1.153 0.295 -0.064
C2 0.057 0.982 0.777
H2 1.448 1.064 -0.795
H3 2.067 0.064 0.520
H4 0.808 -0.646 -0.490
H5 0.373 1.981 1.095
H6 -0.142 0.381 1.668
H7 -0.774 1.093 0.071

Output
- E_HOMO (alpha / beta) (eV) = 4.4 / 0.0
- LUMO energy (alpha / beta) (Ha) = 0.2604 / 0.2572
- charge = -2
- 2S+1 = 2

17.
# C2H7S2

2 unconnected molecules or ions with the total composition C2H7S2 at a distorted geometry (the ωB97M-V functional and the def2-TZVPD basis, the OMol25 dataset).

Atoms and positions in Å:
S1 -2.981 2.194 -1.378
H1 -1.560 2.346 -1.256
C1 1.104 -0.689 -1.104
S2 0.981 -1.349 0.593
C2 0.008 -0.344 1.675
H2 0.137 -1.085 -1.542
H3 0.944 0.479 -1.188
H4 1.919 -1.215 -1.582
H5 0.624 0.231 2.391
H6 -0.602 -1.070 2.239
H7 -0.574 0.502 1.152

Output
- E_HOMO (eV) = -2.6
- LUMO energy (Ha) = 0.1130
- charge = -1

18.
# C2H7S2

A molecular structure, C2H7S2 at a distorted geometry (the ωB97M-V functional and the def2-TZVPD basis, the OMol25 dataset).

Atoms and positions in Å:
S1 -1.466 0.118 1.975
H1 -1.851 1.415 1.911
C1 0.918 -1.548 -1.884
C2 1.425 -0.524 -0.847
S2 0.370 0.960 -0.700
H2 1.778 -1.885 -2.466
H3 0.192 -1.076 -2.535
H4 0.560 -2.453 -1.382
H5 1.825 -1.042 0.028
H6 2.326 -0.094 -1.307
H7 -0.563 0.564 0.603

Output
- E_HOMO (eV) = -3.1
- LUMO energy (Ha) = 0.1423
- charge = -1

19.
# C2H7S3

2 unconnected molecules or ions with the total composition C2H7S3 at a distorted geometry (the ωB97M-V functional and the def2-TZVPD basis, the OMol25 dataset).

Atoms and positions in Å:
C1 3.355 0.518 -0.707
S1 4.170 0.534 -2.290
H1 4.022 0.698 0.137
H2 2.850 -0.440 -0.638
H3 2.632 1.326 -0.629
C2 -3.857 -1.004 1.397
S2 -3.549 0.117 0.019
S3 -1.477 0.194 0.104
H4 -3.921 -2.082 1.235
H5 -3.123 -0.795 2.171
H6 -4.770 -0.739 1.979
H7 3.669 1.673 -2.778

Output
- E_HOMO (eV) = -2.1
- LUMO energy (Ha) = 0.1054
- charge = -1

Here are the calculated energy above the lowest of the compared OMol25 structures with the same formula, charge and spin numbers, same order: 62.3; 26.8; 60.7; 92.2; 31.8; 10.5; 81.7; 45.3; 61.0; 21.2; 47.4; 43.8; 38.4; 77.2; 0.5; 30.0; 28.8; 12.4; 17.7 (kcal/mol).